ORCA calculation (the ωB97M-V functional and the def2-TZVPD basis) on a molecular structure, C3H6N2 at a distorted geometry.

Geometry as XYZ:
```
11
Properties=species:S:1:pos:R:3:forces:R:3
C -0.482 0.584 0.993 0.03 -0.07 0.04
C -0.305 -0.088 -0.339 -0.11 0.49 -0.07
N 0.522 0.509 -1.233 0.09 -0.25 0.08
C 0.084 -2.085 -0.076 1.07 0.34 0.64
N 1.005 -1.632 0.518 -1.08 -0.43 -0.66
H -1.042 -0.060 1.671 0.08 0.08 -0.09
H 0.478 0.825 1.453 -0.12 -0.04 -0.09
H -1.045 1.511 0.827 0.06 -0.14 0.00
H -1.220 -0.450 -0.791 0.13 -0.02 0.08
H 0.583 0.080 -2.146 -0.04 0.06 0.10
H 1.422 0.805 -0.878 -0.12 -0.02 -0.03
```
Positions in Å, forces in eV/Å.

Values from the calculation:
Relative energy (zero: lowest compared OMol25 entry of this formula, charge and spin) ... 57.2 kcal/mol
LUMO level ... 0.0221 Eh
Electronic energy ... -6186.0640 eV
Spin multiplicity ... 1